[1]
12
Properties=species:S:1:pos:R:3 method="wB97M-V/def2-TZVPD" e_homo_ha=-0.2761 charge=0 spin_multiplicity=1
C 0.1151 0.2857 0.8359
C -1.2374 0.2602 0.4556
C -1.2527 0.0227 -1.0062
C 0.8268 -0.1534 -0.2372
H 0.3877 1.5565 2.4931
H -2.0998 0.6088 0.9789
H 0.2203 -1.3159 -2.1139
H 2.4320 -1.0983 0.5557
N 0.0942 -0.2601 -1.3733
O 0.8972 0.4229 2.0250
O 2.1206 -0.4444 -0.3975
Cl -2.5040 0.1151 -2.2159



[2]
13
Properties=species:S:1:pos:R:3 method="wB97M-V/def2-TZVPD" e_homo_ha=-0.3470 charge=0 spin_multiplicity=1
C -2.1380 -1.0436 -0.2859
C -0.8723 -0.7009 0.4740
C 0.1237 0.1177 -0.3389
C 1.6001 0.0156 -0.0599
O -0.1362 0.9798 -1.1714
H -1.7959 -1.4353 -1.2077
H -2.7833 -0.1785 -0.4493
H -2.7238 -1.8369 0.1209
H -1.1029 -0.0143 1.3454
H -0.2742 -1.6518 0.7512
H 1.7656 -0.3533 0.9653
H 2.1303 0.9428 -0.0125
H 2.0827 -0.5145 -0.9454



[3]
119
Properties=species:S:1:pos:R:3 method="wB97M-V/def2-TZVPD" e_homo_ha="-0.2154 / -0.2129" charge=-1 spin_multiplicity=1
Rb -0.3796 -1.4769 -1.3495
O 0.2964 -2.1900 4.1581
C 0.6303 -2.3791 3.0327
O 0.9346 -1.4165 2.1157
C 0.6734 -3.6306 2.2261
C -0.3750 -4.4782 2.4453
C -0.5176 -5.4964 1.5145
C 0.4182 -5.6065 0.4793
C 1.5303 -4.7952 0.4576
N 1.6632 -3.7885 1.3247
H -1.1081 -4.2746 3.2422
H -1.3978 -6.1108 1.5035
H 0.2410 -6.3331 -0.3028
H 2.2994 -4.9756 -0.2703
C 4.8773 -0.8380 2.5757
As 3.6088 0.2041 1.4046
C 4.3329 -0.5121 -0.2386
C 4.6132 1.9552 1.4986
C 4.1939 3.0295 2.5145
C 3.7700 2.4928 3.8689
C 3.1242 4.0057 2.0635
As 1.2540 3.3984 2.0551
C 0.2294 4.8335 1.1933
C 0.7743 3.7655 3.9630
C 5.4773 3.8506 2.8398
As 6.4364 5.0402 1.5032
C 5.2099 6.5507 1.4842
C 6.3995 4.4077 -0.3394
H 5.8010 -0.8021 1.9676
H 4.5104 -1.8817 2.5664
H 5.0398 -0.4644 3.5979
H 5.4331 -0.4057 -0.4092
H 3.7368 -0.2013 -1.0856
H 4.1978 -1.6011 -0.1691
H 4.5460 2.4917 0.4860
H 5.6373 1.6392 1.7001
H 2.9759 1.7679 3.6967
H 3.4405 3.2655 4.6456
H 4.6004 1.9433 4.2654
H 3.2074 4.3424 1.0103
H 3.1767 4.9303 2.6843
H -0.3636 5.2529 2.0025
H -0.4588 4.2850 0.5491
H 0.8691 5.5553 0.7031
H -0.2223 3.4441 4.2027
H 0.7999 4.8547 4.0136
H 1.3667 3.3875 4.7762
H 6.1780 3.1828 3.2605
H 5.2343 4.6699 3.5678
H 5.1809 6.8979 2.4985
H 4.2420 6.3562 1.1102
H 5.7525 7.3604 0.9893
H 6.8972 3.4441 -0.3882
H 6.9970 5.1216 -0.8969
H 5.3628 4.3990 -0.6828
C 0.9315 -0.5123 -9.3158
C 1.1217 -0.3258 -7.8051
C 0.0810 -0.2894 -6.8647
C 0.3379 -0.2338 -5.5022
C 1.6596 -0.1037 -5.0636
C 2.6807 0.0043 -5.9763
C 2.4496 -0.1370 -7.3484
S 2.0968 -0.1142 -3.3070
O 3.4491 0.4093 -3.2956
O 1.9337 -1.5128 -2.8933
N 1.0210 0.7919 -2.6817
C 1.4092 1.9157 -1.9365
C 1.2412 1.7540 -0.4031
O 1.8189 2.7768 0.1912
O 0.5245 0.8547 0.0760
H 1.3105 0.3922 -9.7921
H -0.0425 -0.7568 -9.6969
H 1.6102 -1.2370 -9.7514
H -0.9554 -0.2924 -7.2149
H -0.4413 -0.2562 -4.8016
H 3.6697 0.1684 -5.6068
H 3.2393 -0.1510 -8.0926
H 0.7615 2.7552 -2.1771
H 2.3803 2.2528 -2.2055
O -4.6685 2.1892 -2.8437
N -4.3216 2.8314 -3.7213
F -2.9404 -6.2285 -0.4172
C -3.0430 -5.9247 -1.6968
F -1.8615 -6.1709 -2.2465
F -3.9314 -6.7553 -2.2755
S -3.5289 -4.2170 -2.0836
O -3.3401 -4.1585 -3.5131
O -2.6982 -3.3522 -1.2227
N -4.9687 -4.1872 -1.5759
S -6.3340 -4.2415 -2.4243
O -7.1359 -5.3758 -1.9883
O -6.1926 -3.8880 -3.7994
C -7.0425 -2.6474 -1.7372
F -6.2979 -1.5673 -2.0410
F -8.2228 -2.4540 -2.3054
F -7.1835 -2.7266 -0.3874
C -3.6532 -0.9780 3.2247
N -4.0654 -1.0109 1.8263
C -5.0688 -2.0412 1.5875
N -6.2574 -1.8770 2.4338
C -5.7915 -1.7322 3.8336
N -4.7846 -0.6749 4.0484
C -5.3628 0.6425 3.8331
P -6.0461 0.9408 2.0967
C -4.4645 0.2311 1.2672
C -6.9839 -0.7144 1.9493
H -2.8510 -0.2647 3.3246
H -3.2986 -1.9682 3.5698
H 1.0272 -0.5647 2.4800
H -4.6192 -3.0013 1.8825
H -5.4456 -2.0246 0.5475
H -5.3407 -2.6941 4.0845
H -6.6474 -1.5921 4.4654
H -4.6610 1.4051 4.1757
H -6.2027 0.7317 4.5583
H -3.6165 0.9422 1.3132
H -4.6675 0.1825 0.2196
H -7.2111 -0.9852 0.8960
H -7.9128 -0.6978 2.5013



In eV/Å, the maximum force values for the records above are, in order, 7.12 2.74 2.71.
In eV, the calculated total energy values for the records above are, in order, -22315.16986 -6324.53105 -310337.67351.